1.
Here is 5 unconnected molecules or ions with the total composition C2H16NO4 from OMol25. Energies are from wB97M-V/def2-TZVPD.

Output
Orbital gap, eV: 12.2
Lowest unoccupied orbital energy, eV: -2.7
Largest force on an atom, Eh/bohr: 0.102
Relative energy (zero: lowest compared OMol25 entry of this formula, charge and spin), eV: 2.621
HOMO energy, eV: -14.866

ORCA input file:
```
! wB97M-V def2-TZVPD RIJCOSX def2/J DEFGRID3
* xyz 1 1
C 0.409 -0.748 0.204
N 0.079 0.313 1.297
C 1.243 1.158 1.770
H -0.350 -1.563 0.392
H 0.369 -0.147 -0.786
H 1.399 -1.214 0.310
H -0.299 -0.091 2.222
H -0.769 0.850 1.155
H 1.098 1.562 2.769
H 1.312 1.813 0.963
H 2.244 0.605 2.065
H -0.767 0.284 -4.211
H 0.440 0.831 -4.116
O -0.199 0.609 -3.536
H 2.567 -3.284 -0.121
H 1.375 -3.471 -1.138
O 1.853 -2.868 -0.599
H -3.064 -0.660 1.564
H -2.979 0.735 0.938
O -2.564 -0.083 1.093
H -0.637 2.393 -0.757
H -1.615 1.236 -1.103
O -1.146 1.741 -0.376
*
```

2.
Here is a molecular structure, C24H29CdO9P2S from OMol25. Energies are from wB97M-V/def2-TZVPD.

Output
Orbital gap, eV: 7.4
Lowest unoccupied orbital energy, eV: 2.4
Largest force on an atom, Eh/bohr: 0.063
HOMO energy, eV: -5.021

ORCA input file:
```
! wB97M-V def2-TZVPD RIJCOSX def2/J DEFGRID3
* xyz -1 1
Cd -0.214 0.795 0.134
O -3.087 1.963 -1.010
P -2.495 2.284 0.449
O -3.327 3.197 1.239
O -1.018 2.591 0.271
O -2.490 0.780 1.179
P -2.636 -0.532 0.206
O -2.399 -1.684 1.315
O -4.000 -0.583 -0.367
O -1.436 -0.577 -0.704
H -3.596 1.138 -0.977
H -3.183 -1.760 1.856
C 0.704 -3.037 2.826
C 1.776 -3.120 1.732
C 1.080 -3.281 0.384
C 2.694 -1.929 1.887
C 3.989 -2.134 2.328
C 4.779 -1.081 2.758
C 4.185 0.159 2.910
C 2.892 0.404 2.479
C 2.232 1.705 2.883
C 0.853 1.463 3.502
C 2.145 2.708 1.734
C 2.184 -0.607 1.785
O 1.086 -0.387 1.105
H 0.118 -3.954 2.860
H 0.031 -2.211 2.608
H 1.158 -2.874 3.802
H 2.391 -4.013 1.906
H 0.399 -2.455 0.205
H 0.504 -4.204 0.396
H 1.807 -3.325 -0.421
H 4.380 -3.145 2.363
H 5.809 -1.239 3.050
H 4.731 0.962 3.394
H 2.864 2.149 3.667
H 0.148 1.094 2.753
H 0.456 2.392 3.908
H 0.915 0.728 4.304
H 1.512 2.317 0.933
H 3.138 2.905 1.332
H 1.710 3.642 2.088
O 1.086 0.681 -1.502
S 1.737 -0.643 -1.307
C 1.903 -1.252 -3.033
C 2.271 -2.563 -3.295
C 2.303 -3.023 -4.602
C 2.001 -2.163 -5.645
C 1.646 -0.850 -5.382
C 1.578 -0.401 -4.074
C 3.501 -0.199 -1.321
C 4.465 -1.110 -0.931
C 5.804 -0.762 -1.012
C 6.168 0.482 -1.502
C 5.196 1.394 -1.880
C 3.858 1.057 -1.779
H 2.524 -3.229 -2.483
H 2.562 -4.052 -4.811
H 2.036 -2.517 -6.665
H 1.421 -0.176 -6.195
H 1.258 0.602 -3.839
H 4.160 -2.068 -0.545
H 6.563 -1.461 -0.694
H 7.212 0.753 -1.573
H 5.481 2.367 -2.257
H 3.078 1.758 -2.042
*
```

3.
Here is 6 unconnected molecules or ions with the total composition C4H20N2O6 from OMol25. Energies are from wB97M-V/def2-TZVPD.

Output
Orbital gap, eV: 10.3
Lowest unoccupied orbital energy, eV: 0.5
Largest force on an atom, Eh/bohr: 0.040
Relative energy (zero: lowest compared OMol25 entry of this formula, charge and spin), eV: 1.806
HOMO energy, eV: -9.811
SMILES: CC(C)NC(N)=O.O.O.O.O.O

ORCA input file:
```
! wB97M-V def2-TZVPD RIJCOSX def2/J DEFGRID3
* xyz 0 1
C -1.071 -1.174 2.688
C -0.088 -1.839 1.746
C 1.313 -2.067 2.404
N -0.006 -0.952 0.559
C 0.458 0.336 0.586
N 1.190 0.850 -0.526
O 0.364 1.106 1.529
H -1.226 -1.738 3.617
H -0.774 -0.169 2.921
H -2.086 -1.219 2.296
H -0.324 -2.838 1.379
H 1.883 -1.165 2.169
H 1.789 -2.930 1.950
H 1.209 -2.063 3.487
H 0.429 -1.382 -0.252
H 1.826 0.209 -0.998
H 0.558 1.053 -1.297
O -1.231 2.378 -2.493
H -2.124 2.110 -2.759
H -1.317 2.143 -1.540
O -0.236 0.110 -3.078
H -0.653 1.018 -3.126
H 0.375 0.081 -3.823
O 0.989 3.454 -0.525
H 1.352 3.309 0.356
H 1.581 2.988 -1.115
O 0.390 -2.871 -2.390
H -0.196 -2.158 -2.672
H -0.148 -3.609 -2.095
O -1.750 2.146 0.203
H -1.207 2.000 0.994
H -1.267 2.885 -0.196
*
```

4.
Here is a molecular structure, C17H21BCdN6O3S from OMol25. Energies are from wB97M-V/def2-TZVPD.

Output
Orbital gap (spin up / spin down), eV: 2.1 / 2.0
Lowest unoccupied orbital energy (spin up / spin down), eV: -11.4 / -11.4
Largest force on an atom, Eh/bohr: 0.103
Relative energy (zero: lowest compared OMol25 entry of this formula, charge and spin), eV: 3.005
HOMO energy (spin up / spin down), eV: -13.578 / -13.400

ORCA input file:
```
! wB97M-V def2-TZVPD RIJCOSX def2/J DEFGRID3
* xyz 2 1
C 0.245 2.737 -1.027
N 0.463 1.497 -1.494
N 0.577 1.521 -2.866
C 0.491 2.812 -3.272
C 0.278 3.618 -2.127
B 0.784 0.180 -3.691
N 1.935 -0.756 -3.157
N 2.054 -1.034 -1.818
C 3.124 -1.831 -1.644
C 3.745 -2.030 -2.896
C 2.963 -1.333 -3.824
Cd 0.464 -0.189 -0.354
N -0.539 -0.652 -3.757
N -1.089 -1.203 -2.636
C -2.265 -1.753 -3.019
C -2.421 -1.625 -4.423
C -1.293 -0.926 -4.847
H -2.976 -2.226 -2.344
H -0.957 -0.606 -5.823
H -3.222 -1.976 -5.048
H 1.068 0.506 -4.809
H 3.055 -1.181 -4.894
H 0.612 3.002 -4.357
H 4.635 -2.601 -3.088
H 0.155 4.701 -2.071
H 3.408 -2.217 -0.667
H 0.096 2.874 0.042
H -0.209 -2.038 -0.449
C 0.322 -2.209 0.482
H 1.104 -2.939 0.216
H 0.938 -1.431 0.998
H -0.483 -2.426 1.184
C -0.043 0.909 7.113
C -0.575 0.841 5.719
C -0.487 -0.381 5.022
C -0.931 -0.484 3.713
C -1.115 0.747 3.040
C -1.573 1.880 3.756
C -1.151 1.966 5.086
S -2.287 0.371 0.938
O -0.682 0.863 1.825
O -2.559 -0.835 1.748
O -1.819 0.153 -0.496
H -0.560 0.200 7.768
H 1.022 0.652 7.145
H -0.169 1.912 7.520
H -0.049 -1.264 5.502
H -0.849 -1.435 3.190
H -2.030 2.730 3.246
H -1.204 2.910 5.645
*
```